The following is a quantum chemistry calculation of a molecular structure, C2H5N3O2, from the OMol25 dataset.

Results
Energy relative to the best compared isomer or geometry (same formula, charge and spin): 834.8 kJ/mol
Charge: 0
HOMO level: -0.339 Eh
Gap between HOMO and LUMO: 9.699 eV

Each line ends with the Löwdin charge.
Element x y z (Å)
C -0.895 -1.055 -0.474  -0.1250
C 0.817 0.861 -0.067  -0.1604
H 0.115 -0.681 1.932  0.2307
H -1.618 -1.262 -1.394  0.1553
H -1.510 1.529 -1.673  0.0641
H 1.305 1.645 -0.590  0.1009
H 2.398 0.866 1.408  0.0074
N -0.901 -1.887 0.504  -0.0608
N -0.345 0.358 -0.623  -0.1034
N 1.617 0.416 1.004  0.0406
O -0.284 -1.908 1.783  -0.1621
O -0.699 1.119 -1.811  0.0128